{
  "formula": "C3H9NO2",
  "method": "ωB97M-V/def2-TZVPD",
  "total_energy_ha": -324.93152,
  "total_charge": 0,
  "e_homo_ev": -9.95,
  "smiles": "CC(N)=O.CO",
  "de_lowest_ev": 1.118,
  "lumo_ev": 0.7469,
  "orbital_gap_ev": 10.70,
  "symbols": ["C", "C", "N", "O", "H", "H", "H", "H", "H", "C", "O", "H", "H", "H", "H"],
  "positions_angstrom": [[0.0778, 1.8107, 2.0475], [0.3175, 1.6957, 0.5636], [-0.1293, 2.7446, -0.2228], [0.8142, 0.7194, 0.0478], [0.2372, 0.7920, 2.3926], [-0.9109, 2.2499, 2.2860], [0.8250, 2.5063, 2.4647], [-0.3044, 2.4684, -1.1935], [-0.4484, 3.6208, 0.1413], [-0.7190, -2.6360, -1.3309], [-0.1194, -3.8815, -1.0174], [-1.7424, -2.8022, -1.5566], [-0.5535, -1.9224, -0.5049], [-0.2287, -2.2061, -2.2290], [0.5837, -3.8388, -0.3705]],
  "atomic_forces_ev_per_a": [[0.309, 0.607, -0.140], [-0.747, 0.876, -0.578], [0.229, -1.109, -0.462], [0.001, -0.272, 0.083], [-0.195, 0.242, 0.564], [0.451, -0.575, -0.150], [-0.119, -0.420, 0.037], [0.306, 0.676, 0.622], [-0.251, -0.062, 0.023], [2.122, 0.699, 0.223], [-0.392, -0.854, -0.287], [-0.970, -0.095, 0.043], [-0.478, -0.120, -0.363], [-0.275, -0.112, 0.359], [0.011, 0.519, 0.027]],
  "lowdin_charge": [-0.02, -0.60, 0.13, 0.04, 0.08, 0.09, 0.09, 0.11, 0.09, -0.16, -0.13, 0.06, 0.08, 0.08, 0.07]
}